Computed, not measured: C42H39InN2OPS2 as an isolated structure, with ωB97M-V/def2-TZVPD.

Each line ends with the Mulliken charge.
Cartesian coordinates (Å):
In (-0.334, 0.334, 0.597)  0.2175
C (2.759, -3.225, -0.236)  -1.9971
C (1.982, -2.043, 0.321)  0.7980
S (0.365, -1.882, -0.384)  -0.3184
C (2.516, -1.223, 1.246)  0.7829
C (3.912, -1.440, 1.784)  -1.8506
S (1.739, 0.189, 1.979)  -0.3327
H (2.217, -3.671, -1.068)  0.4124
H (2.907, -4.006, 0.517)  0.3227
H (3.743, -2.927, -0.603)  0.3387
H (4.339, -2.396, 1.487)  0.4836
H (3.903, -1.393, 2.876)  0.3357
H (4.584, -0.645, 1.445)  0.1492
C (4.478, 4.450, 0.692)  -0.4623
C (3.327, 4.843, 0.025)  -0.6876
C (2.588, 3.916, -0.701)  -0.0114
C (2.987, 2.584, -0.764)  0.2166
C (4.126, 2.195, -0.060)  -0.1707
C (4.878, 3.120, 0.649)  -0.6185
P (2.083, 1.255, -1.653)  0.8675
C (2.869, 1.337, -3.317)  -0.3930
C (2.374, 0.473, -4.299)  -0.2395
C (2.938, 0.429, -5.562)  -0.5895
C (4.030, 1.236, -5.869)  -0.4558
C (4.539, 2.087, -4.901)  -0.7298
C (3.961, 2.139, -3.636)  -0.1444
C (0.461, 2.052, -1.979)  0.7827
C (0.258, 2.957, -3.026)  -0.1543
C (-0.973, 3.572, -3.196)  -0.7767
C (-2.001, 3.297, -2.299)  -0.9183
C (-1.787, 2.407, -1.256)  0.1740
C (-0.565, 1.748, -1.077)  -0.9889
H (5.049, 5.171, 1.264)  0.3615
H (2.995, 5.873, 0.075)  0.3943
H (1.686, 4.233, -1.212)  0.3476
H (4.407, 1.148, -0.049)  0.2479
H (5.758, 2.798, 1.191)  0.4044
H (1.533, -0.171, -4.061)  0.4416
H (2.534, -0.243, -6.310)  0.3911
H (4.479, 1.197, -6.853)  0.3559
H (5.387, 2.721, -5.130)  0.3931
H (4.361, 2.818, -2.894)  0.3752
H (1.065, 3.184, -3.713)  0.4011
H (-1.125, 4.267, -4.013)  0.3715
H (-2.964, 3.783, -2.413)  0.3924
H (-2.594, 2.227, -0.552)  0.3776
C (-2.016, -2.123, 2.265)  -1.0312
N (-1.708, -0.694, 2.210)  0.7692
C (-2.018, 0.053, 3.206)  -0.1986
C (-1.745, 1.452, 3.170)  -0.0838
C (-1.953, 2.465, 4.109)  -1.0681
C (-1.449, 3.633, 3.525)  -0.8262
C (-0.961, 3.260, 2.263)  -0.6352
N (-1.145, 1.951, 2.049)  0.4146
C (-1.312, -2.828, 3.397)  -0.1487
C (0.080, -2.910, 3.387)  0.1796
C (0.746, -3.532, 4.430)  -0.6575
C (0.036, -4.080, 5.494)  -0.4511
C (-1.348, -4.004, 5.508)  -0.6182
C (-2.017, -3.376, 4.461)  -0.3033
H (-1.683, -2.552, 1.318)  0.2641
H (-3.099, -2.277, 2.348)  0.4496
H (-2.489, -0.367, 4.099)  0.3574
H (-2.402, 2.352, 5.085)  0.4823
H (-1.426, 4.623, 3.953)  0.4240
H (-0.490, 3.880, 1.514)  0.4723
H (0.635, -2.469, 2.566)  0.2598
H (1.828, -3.581, 4.415)  0.4216
H (0.562, -4.561, 6.310)  0.3718
H (-1.909, -4.425, 6.334)  0.3681
H (-3.100, -3.314, 4.473)  0.3726
C (-4.620, -0.126, 0.309)  -1.5235
C (-3.689, -0.910, -0.578)  0.5809
O (-2.505, -0.657, -0.615)  -0.1300
C (-4.218, -2.033, -1.423)  0.6229
C (-3.294, -2.851, -2.068)  -0.2803
C (-3.736, -3.908, -2.846)  -0.7209
C (-5.099, -4.146, -2.989)  -0.3282
C (-6.021, -3.329, -2.350)  -0.7589
C (-5.578, -2.275, -1.562)  -0.3794
H (-4.029, 0.535, 0.938)  0.0505
H (-5.227, -0.789, 0.928)  0.4422
H (-5.301, 0.469, -0.306)  0.5261
H (-2.237, -2.650, -1.933)  0.4977
H (-3.017, -4.549, -3.339)  0.4060
H (-5.443, -4.973, -3.597)  0.3739
H (-7.082, -3.515, -2.461)  0.3839
H (-6.299, -1.642, -1.060)  0.3549

**ΔE to the lowest compared entry with this formula, charge and spin**: 10.5 kcal per mole
**Charge**: -1
**Kohn-Sham gap**: 5.7538 eV
**LUMO level**: 2.2 eV
**E_HOMO**: -3.571 eV
**Maximum force**: 0.4 eV/A